Entry 1:
Formula: C5H8Cl2O
Source: the OMol25 dataset
Level of theory: the ωB97M-V functional and the def2-TZVPD basis

```
16
Properties=species:S:1:pos:R:3:forces:R:3:mulliken_charge:R:1
C -2.33298 -0.33371 -0.06811 1.518 2.552 -0.858 0.2930
C -0.90292 -0.35711 0.26216 0.021 -1.611 -1.441 -0.1201
C 1.44766 -0.10875 1.09758 -0.672 -1.635 0.149 -1.3764
C 0.84909 0.53083 -1.26667 0.099 3.969 0.954 -1.2870
C 0.32907 0.44619 0.19128 0.816 1.801 0.375 0.4491
O -1.81703 -0.46334 1.20438 0.403 -1.110 2.297 -0.3516
Cl -3.05895 1.23727 -0.30664 -0.239 0.289 -0.250 -0.1851
Cl -0.06547 -2.41690 -0.42380 -1.115 1.771 0.709 -0.3686
H -2.85788 -1.05690 -0.58988 -0.727 -1.784 -0.404 0.3820
H 1.13033 -0.56538 2.04356 -0.739 -0.124 -0.335 0.3347
H 1.99712 0.70432 1.50094 1.323 0.662 -0.437 0.4202
H 1.95684 -0.93921 0.56107 0.237 0.991 0.454 0.3442
H 1.39494 -0.31797 -1.39868 1.789 -2.163 -0.771 0.4122
H 1.51369 1.49311 -1.31777 -0.924 -1.924 -0.005 0.2956
H 0.15458 0.61840 -2.09352 -0.615 0.032 0.291 0.3359
H 0.26190 1.52914 0.60410 -1.174 -1.716 -0.729 0.4217
```
Positions in Å, forces in eV/Å.

Multiplicity: 1
Energy relative to the best compared isomer or geometry (same formula, charge and spin) (eV): 1.974
LUMO (eV): -0.331
Charge: 0
Energy (eV): -32404.3977
Orbital gap (eV): 9.8963



Entry 2:
Formula: C3H3ClN2O2
Source: the OMol25 dataset
Level of theory: the ωB97M-V functional and the def2-TZVPD basis

```
11
Properties=species:S:1:pos:R:3:forces:R:3:mulliken_charge:R:1
N -2.13631 -0.55312 0.97520 -1.379 1.046 5.218 -0.5489
C -1.00132 -0.56377 0.24134 -0.002 1.287 -3.394 0.3495
N -1.05091 -0.06912 -1.18519 -5.343 -3.302 -3.774 -0.2180
C 0.15921 0.25026 -1.74897 0.757 2.352 -1.907 0.5304
O 0.58448 0.72869 -2.84306 -2.124 -2.507 3.927 -0.5971
O 0.94833 0.22417 -0.62806 1.143 -0.088 0.605 -0.3081
C 0.23359 -0.19944 0.44704 4.189 0.581 2.985 0.0516
Cl 1.19069 0.09223 2.01717 -1.716 -0.683 -2.219 -0.1719
H -2.72504 -1.43100 1.31670 2.361 2.383 -1.155 0.2828
H -1.86614 0.18285 1.86694 -1.672 -3.092 -2.940 0.3020
H -1.95146 -0.50933 -1.87312 3.786 2.023 2.655 0.3276
```
Positions in Å, forces in eV/Å.

Multiplicity: 1
Energy relative to the best compared isomer or geometry (same formula, charge and spin) (eV): 2.807
LUMO (eV): 0.191
Charge: 0
Energy (eV): -22754.4848
Orbital gap (eV): 9.3613